(1)
The following is a DFT calculation (ωB97M-V/def2-TZVPD) of a molecular structure, C23H22N3O6PbS5 in a non-equilibrium geometry.

Structure (XYZ):
```
60
Properties=species:S:1:pos:R:3:forces:R:3
Pb -0.437 0.165 0.193 0.106 -0.028 -0.043
C -3.273 1.844 -0.105 -0.339 1.155 -0.061
C -3.232 0.794 -0.985 0.578 -0.134 -1.614
C -3.433 -0.518 -0.597 -0.940 -1.409 -0.500
C -3.758 -0.802 0.724 0.818 1.397 0.317
C -3.688 0.246 1.638 -0.702 -0.783 -0.305
C -3.506 1.558 1.223 0.310 0.052 2.139
H -3.211 2.859 -0.523 0.203 -0.429 0.555
H -2.977 1.009 -2.030 -0.278 -0.170 0.345
H -3.505 -1.309 -1.365 0.289 0.503 0.444
H -4.012 -1.724 1.182 -0.090 -1.138 -0.455
H -3.944 -0.043 2.656 0.261 0.595 0.030
H -3.511 2.234 2.096 -0.021 0.405 -1.111
S 2.675 2.160 0.539 -0.781 0.770 -0.445
C 1.555 2.556 1.848 -0.894 -2.463 -0.359
N 0.538 1.742 2.188 0.907 1.338 -0.663
C -0.063 2.225 3.331 2.002 1.960 0.367
C -1.064 1.652 4.061 -1.151 -0.323 1.873
C -1.472 2.193 5.296 0.660 -0.143 -2.174
C -0.907 3.381 5.728 0.769 -0.347 0.056
C 0.194 3.941 5.114 -0.495 -0.666 -1.568
C 0.613 3.409 3.870 -2.157 -1.565 1.286
S 1.912 3.797 2.902 1.143 1.329 -0.077
H -1.480 0.727 3.744 -0.344 -0.671 -0.329
H -2.205 1.708 5.900 -0.470 -0.266 0.114
H -1.272 3.771 6.641 -0.114 0.570 0.822
H 0.685 4.771 5.540 0.466 0.879 0.381
O -0.009 -0.134 -2.879 -0.072 -0.389 -0.208
S 1.311 -0.599 -2.523 0.544 0.848 -0.153
O 1.805 -1.840 -3.064 -0.698 -0.145 0.339
O 1.443 -0.541 -1.028 0.032 -0.485 0.460
C 2.549 0.601 -3.053 0.585 -0.875 -1.026
C 3.598 0.032 -3.861 0.276 2.128 1.524
C 4.722 0.846 -4.189 -1.526 -1.268 0.297
C 4.740 2.201 -3.867 0.767 -0.489 -1.033
C 3.654 2.732 -3.239 -0.790 -0.616 0.616
C 2.566 1.964 -2.756 0.980 0.240 -0.792
S 1.371 2.984 -1.935 0.234 0.452 0.553
O 1.218 4.192 -2.673 0.382 -0.284 0.493
O 2.199 3.402 -0.545 0.064 -0.430 -0.654
O 0.193 2.302 -1.505 -0.156 -0.593 0.295
H 3.574 -1.034 -4.037 0.035 0.215 -0.211
H 5.516 0.329 -4.697 0.382 0.238 -0.205
H 5.557 2.874 -4.203 -0.614 -0.694 0.377
H 3.665 3.772 -3.121 -0.288 1.355 0.436
S -0.285 -2.246 1.736 0.363 0.350 0.243
C -0.218 -3.536 0.606 -0.824 0.068 -0.687
N 0.450 -3.491 -0.527 0.971 1.272 0.259
C 0.383 -4.491 -1.575 1.010 0.318 -0.367
C -0.978 -5.122 -1.570 0.205 -0.361 1.010
C -1.195 -5.694 -0.142 1.334 0.748 -0.843
N -1.022 -4.580 0.808 0.190 -0.514 0.067
H 1.051 -2.673 -0.705 -0.422 -0.557 0.299
H 1.145 -5.260 -1.357 -0.125 0.293 -0.431
H 0.658 -3.886 -2.466 -0.284 -0.981 0.166
H -1.054 -5.881 -2.318 0.066 -0.684 -0.353
H -1.710 -4.386 -1.818 -0.735 0.599 0.025
H -0.484 -6.513 0.031 0.104 0.342 0.121
H -2.144 -6.131 -0.022 -1.395 -0.214 0.218
H -1.498 -4.541 1.688 -0.333 -0.305 0.140
```
Positions in Å, forces in eV/Å.

Summary:
**E_LUMO**: -3.55 eV
**Charge**: +1
**Frontier orbital gap**: 8.05 eV
**DFT total energy**: -3688.97106 Eh
**Relative energy (zero: lowest compared OMol25 entry of this formula, charge and spin)**: 97.2 kJ/mol

Atomic partial charges in e from the natural (NBO) method, atoms 1 to 8: 1.46, -0.23, -0.24, -0.25, -0.20, -0.22, -0.21, 0.25

(2)
The following is a DFT calculation (ωB97M-V/def2-TZVPD) of a molecular structure, C35H24BrF5N7O4STi.

Structure (XYZ):
```
78
Properties=species:S:1:pos:R:3:forces:R:3
Ti 0.230 0.161 0.216 -0.734 -0.112 -0.471
C -2.644 -1.684 1.588 -0.017 0.017 0.010
O -2.101 -1.116 0.391 0.058 0.015 0.048
C -2.746 -1.425 -0.774 0.016 0.053 -0.041
C -3.902 -2.175 -0.877 0.027 -0.021 0.000
C -4.425 -2.411 -2.145 0.020 0.017 -0.021
Br -5.995 -3.444 -2.293 0.000 0.001 0.001
C -3.830 -1.912 -3.283 0.002 -0.022 0.038
C -2.675 -1.131 -3.178 0.006 -0.034 0.039
C -2.152 -0.901 -1.917 -0.031 -0.063 0.023
O -1.019 -0.124 -1.706 0.012 0.212 0.243
C -2.049 -0.645 -4.416 0.048 -0.046 -0.006
N -2.210 -1.229 -5.566 -0.060 0.031 0.024
C -1.478 -0.474 -6.467 0.033 0.016 0.006
C -1.305 -0.644 -7.840 0.002 0.001 0.008
C -0.518 0.272 -8.504 0.004 0.004 -0.009
C 0.096 1.340 -7.828 0.007 0.007 -0.003
C -0.058 1.519 -6.468 -0.002 -0.008 0.002
C -0.856 0.591 -5.807 0.038 0.000 -0.002
N -1.215 0.452 -4.479 -0.045 0.011 -0.034
H -3.646 -1.291 1.770 -0.001 -0.011 -0.012
H -1.982 -1.388 2.391 -0.010 0.006 0.003
H -2.674 -2.771 1.506 0.013 0.005 0.009
H -4.392 -2.586 -0.008 0.001 0.000 0.001
H -4.230 -2.112 -4.265 -0.001 0.002 -0.005
H -0.352 -0.282 -2.409 0.021 -0.006 -0.018
H -1.778 -1.469 -8.356 -0.005 -0.006 0.003
H -0.365 0.172 -9.570 0.000 -0.001 -0.002
H 0.707 2.034 -8.389 0.000 0.002 -0.001
H 0.424 2.336 -5.948 0.001 0.004 0.000
H -1.083 1.148 -3.766 -0.026 0.051 0.000
O 1.933 0.545 0.507 0.433 0.106 0.326
C 3.090 0.873 -0.116 0.012 -0.037 -0.041
C 4.280 0.328 0.342 0.012 0.031 -0.087
C 5.456 0.657 -0.309 -0.020 -0.023 0.031
C 5.443 1.521 -1.399 0.018 0.016 -0.013
C 4.251 2.062 -1.842 -0.017 -0.001 0.023
C 3.053 1.746 -1.202 0.085 -0.005 0.035
C 1.770 2.289 -1.610 0.060 -0.067 -0.058
N 0.579 1.854 -1.215 0.089 0.050 0.018
C -0.358 2.668 -1.826 -0.031 0.008 -0.064
C 0.274 3.581 -2.600 -0.027 -0.008 -0.008
N 1.617 3.328 -2.455 -0.006 -0.029 0.046
H 4.260 -0.356 1.179 -0.004 -0.002 0.009
H 6.390 0.228 0.028 0.003 0.003 0.003
H 6.364 1.764 -1.909 0.001 -0.003 -0.001
H 4.259 2.714 -2.706 -0.011 -0.005 -0.011
H -1.414 2.553 -1.656 0.005 -0.001 -0.018
H -0.101 4.379 -3.216 -0.004 -0.002 0.001
H 2.366 3.847 -2.880 0.009 0.003 0.003
F 2.181 -0.322 6.944 0.005 0.007 0.010
C 1.660 -0.332 5.726 -0.042 0.008 -0.042
C 2.313 -0.985 4.694 -0.003 0.000 -0.030
F 3.463 -1.606 4.925 0.007 -0.002 0.006
C 1.770 -0.996 3.419 -0.051 0.033 0.069
F 2.406 -1.652 2.450 0.015 -0.014 -0.011
C 0.565 -0.353 3.151 -0.017 0.107 0.091
O 0.005 -0.354 1.934 0.112 -0.217 0.216
C -0.081 0.293 4.205 0.084 -0.058 -0.020
F -1.242 0.912 3.970 -0.026 0.016 0.008
C 0.455 0.310 5.479 0.036 -0.025 -0.029
F -0.178 0.941 6.460 -0.007 0.005 0.008
N 0.723 2.877 2.027 -0.016 -0.009 -0.002
C -0.605 2.850 1.741 0.026 -0.001 -0.005
C -1.444 3.863 2.243 -0.016 -0.017 -0.024
C -2.775 3.852 1.933 0.015 0.006 0.009
C -3.280 2.837 1.112 0.001 -0.021 -0.021
C -2.407 1.885 0.661 -0.032 0.007 0.016
N -1.089 1.871 0.961 -0.060 -0.141 -0.182
H 1.054 3.528 2.716 -0.004 0.003 0.004
H 1.324 2.105 1.795 0.023 -0.001 -0.013
H -1.020 4.633 2.873 0.008 0.001 0.004
H -3.427 4.623 2.319 -0.006 0.001 -0.001
H -4.323 2.790 0.838 -0.002 0.002 0.001
H -2.756 1.084 0.025 0.008 0.013 0.007
S 0.874 -2.165 -0.402 0.020 0.153 -0.037
C 1.418 -1.441 -1.811 -0.073 0.006 -0.055
N 1.661 -0.798 -2.747 0.013 -0.023 -0.004
```
Positions in Å, forces in eV/Å.

Summary:
**E_LUMO**: -3.79 eV
**Charge**: +1
**Frontier orbital gap**: 6.72 eV
**DFT total energy**: -6353.38362 Eh
**Relative energy (zero: lowest compared OMol25 entry of this formula, charge and spin)**: 69.2 kJ/mol

Atomic partial charges in e from the Löwdin method, atoms 1 to 8: 1.03, -0.01, -0.18, -0.22, -0.04, -0.66, 0.80, -0.05

Question: E_LUMO of number 1 (C23H22N3O6PbS5)?
Answer: -3.55 eV

Question: The lowest E_LUMO belongs to which entry?
Answer: C35H24BrF5N7O4STi

Question: What is the frontier orbital gap in the second record?
Answer: 6.72 eV

Question: Among the records above, which one has the lowest relative energy (zero: lowest compared OMol25 entry of this formula, charge and spin)?
Answer: C35H24BrF5N7O4STi